A molecular structure, C23H44CrN6O6S2Si, computed with ωB97M-V/def2-TZVPD.

```
83
Properties=species:S:1:pos:R:3:forces:R:3
Cr 0.325 -0.367 -1.725 -0.049 0.778 0.646
C 3.422 -1.196 -2.250 -0.076 0.100 0.059
O 2.471 -0.129 -2.083 0.044 -0.141 -0.007
C 2.812 1.025 -2.873 0.228 -0.347 0.080
C 1.696 1.998 -2.697 -0.490 0.023 -0.196
O 0.451 1.290 -2.936 0.119 0.083 -0.037
C 0.056 1.227 -4.325 0.058 0.051 0.230
H 4.395 -0.870 -1.888 0.054 0.032 0.021
H 3.492 -1.473 -3.304 0.005 0.000 -0.030
H 3.084 -2.035 -1.651 0.003 -0.016 -0.034
H 2.937 0.706 -3.911 -0.008 0.020 -0.075
H 3.750 1.457 -2.525 0.096 -0.044 0.072
H 1.779 2.839 -3.381 -0.038 0.038 -0.080
H 1.640 2.354 -1.675 -0.027 0.045 0.118
H -0.168 2.236 -4.660 -0.011 0.074 -0.054
H -0.841 0.620 -4.378 -0.024 -0.030 0.020
H 0.845 0.785 -4.933 0.018 -0.032 -0.039
C 3.217 -1.984 3.567 0.056 -0.061 0.167
C 2.737 -1.353 2.274 -0.149 0.281 0.074
C 2.798 -2.341 1.128 0.089 -0.143 -0.126
C 3.536 -0.095 1.962 0.142 0.062 -0.064
O 1.347 -1.034 2.465 -0.178 -0.033 -0.101
Si 0.392 0.246 2.182 0.023 0.009 0.271
S 0.363 0.922 0.136 -0.071 0.025 -0.021
O -1.104 -0.111 2.700 0.147 0.106 0.121
C -2.066 -1.140 2.462 0.248 0.030 -0.159
C -1.405 -2.319 1.763 -0.025 -0.203 -0.072
C -2.615 -1.560 3.812 -0.071 -0.044 0.171
C -3.151 -0.525 1.592 -0.117 0.023 -0.161
O 0.948 1.498 3.045 -0.029 -0.044 -0.157
C 0.583 2.886 3.223 -0.085 -0.280 -0.091
C -0.891 3.099 2.908 -0.106 0.040 -0.024
C 1.464 3.716 2.305 0.104 0.128 -0.092
C 0.874 3.193 4.678 0.011 0.110 0.204
H 4.263 -2.289 3.478 -0.072 0.010 0.007
H 2.615 -2.863 3.806 0.035 0.054 -0.014
H 3.131 -1.271 4.390 0.003 -0.041 -0.057
H 3.833 -2.621 0.910 -0.069 0.002 0.013
H 2.356 -1.884 0.241 -0.023 -0.022 0.064
H 2.233 -3.245 1.369 0.028 0.061 -0.027
H 4.597 -0.347 1.888 -0.037 0.033 -0.026
H 3.410 0.647 2.752 0.000 -0.066 -0.039
H 3.212 0.353 1.016 0.013 -0.046 0.079
H -0.577 -2.715 2.355 -0.110 0.065 -0.025
H -1.002 -2.006 0.794 -0.022 -0.024 0.019
H -2.137 -3.118 1.609 0.056 0.050 -0.038
H -1.820 -1.980 4.434 -0.052 0.040 -0.065
H -3.398 -2.314 3.692 0.055 0.067 0.010
H -3.037 -0.696 4.328 0.016 -0.055 -0.017
H -2.701 -0.102 0.686 -0.049 -0.067 0.089
H -3.650 0.285 2.130 0.029 -0.027 -0.031
H -3.903 -1.272 1.317 0.043 0.058 0.015
H -1.110 2.876 1.858 0.047 0.009 0.098
H -1.156 4.143 3.097 0.003 -0.065 -0.019
H -1.516 2.461 3.536 0.063 0.042 -0.037
H 1.280 3.458 1.259 -0.003 0.015 0.072
H 2.518 3.536 2.531 -0.067 0.010 -0.015
H 1.256 4.781 2.444 0.027 -0.075 -0.016
H 0.256 2.570 5.328 0.034 0.030 -0.044
H 0.662 4.243 4.896 0.020 -0.071 -0.007
H 1.923 2.995 4.904 -0.059 0.011 -0.015
C -5.337 1.871 -3.667 0.014 -0.025 -0.033
C -4.427 1.985 -2.442 0.118 -0.113 -0.014
C -3.546 0.787 -2.246 -0.091 0.231 -0.024
N -2.272 0.837 -2.129 0.214 -0.689 0.062
N -1.709 -0.436 -1.944 -0.250 0.534 -0.044
C -2.610 -1.400 -1.922 0.333 -0.134 0.062
N -2.356 -2.713 -1.774 0.019 0.099 -0.030
S -4.201 -0.824 -2.151 -0.438 0.049 -0.031
H -5.966 2.757 -3.750 0.047 -0.018 0.008
H -6.005 1.007 -3.603 0.059 0.050 0.034
H -4.755 1.779 -4.586 -0.030 0.008 0.075
H -5.022 2.126 -1.537 -0.016 -0.030 0.002
H -3.758 2.842 -2.517 -0.027 0.022 -0.033
H -1.474 -2.989 -1.371 0.060 -0.010 0.066
H -3.130 -3.345 -1.664 0.007 0.000 0.021
O 0.428 -2.328 -1.405 0.124 0.127 0.023
N 0.547 -2.065 -2.675 0.027 0.088 -0.389
C 0.805 -2.925 -3.573 0.118 -0.882 -0.759
C 0.929 -4.326 -3.240 0.049 0.328 -0.286
N 1.027 -5.435 -2.963 -0.026 0.023 0.029
C 0.984 -2.422 -4.926 -0.125 -0.336 0.670
N 1.138 -1.974 -5.971 0.015 0.041 -0.019
```
Positions in Å, forces in eV/Å.

Calculated values
- 2S+1 = 4
- total charge = +1
- LUMO energy (spin up / spin down) (eV) = -3.941 / -4.219

4 unconnected molecules or ions with the total composition C23H44NO7, computed with ωB97M-V/def2-TZVPD.

```
75
Properties=species:S:1:pos:R:3:forces:R:3
C -0.396 7.211 -4.833 0.684 -0.474 0.158
C -0.159 6.322 -3.528 -0.262 -0.040 -0.839
C -1.420 5.419 -3.346 -0.588 0.287 0.937
O -2.381 5.822 -2.763 0.442 0.034 -0.618
O -1.493 4.065 -3.816 1.486 0.712 1.138
C -0.368 3.391 -3.224 0.807 -0.980 -1.022
C -0.522 1.800 -3.279 0.456 0.633 -0.501
C 0.891 1.251 -3.691 0.536 -0.750 0.307
C 1.282 1.174 -5.089 -0.084 -0.069 2.703
N 2.530 0.707 -5.420 -0.208 0.059 0.622
C 3.471 0.274 -4.523 -0.880 0.164 2.524
C 3.166 0.330 -3.101 -1.502 0.796 -1.306
C 1.855 0.841 -2.666 1.315 -0.244 -2.074
C 1.587 0.905 -1.122 0.499 0.675 -0.125
O 0.817 0.189 -0.573 0.105 0.186 -0.451
O 2.335 1.850 -0.437 -0.292 -1.035 -1.676
H -0.901 8.175 -4.586 0.199 -0.992 -0.352
H 0.600 7.433 -5.308 -1.008 -0.065 0.554
H -0.958 6.584 -5.571 0.236 0.862 0.521
H -0.090 6.961 -2.611 -0.028 -0.690 -0.851
H 0.796 5.764 -3.689 -0.889 0.290 0.360
H 0.531 3.652 -3.860 -0.683 -0.222 0.877
H -0.163 3.671 -2.159 -0.343 0.049 -0.852
H -0.842 1.426 -2.276 0.402 0.094 -0.914
H -1.312 1.508 -4.027 0.905 0.336 0.637
H 0.549 1.520 -5.848 1.015 -0.469 0.281
H 2.777 0.680 -6.412 -0.111 -0.055 0.312
H 4.458 -0.121 -4.856 -1.136 0.496 -0.088
H 3.910 0.008 -2.329 -0.689 0.243 -1.031
H 3.000 2.208 -1.062 -0.376 0.073 0.588
C -0.066 -2.470 -4.214 0.046 -0.007 0.044
C -0.331 -2.155 -5.676 -0.131 -0.259 0.030
O 0.063 -3.188 -6.560 0.263 0.266 -0.097
C -0.573 -4.448 -6.377 -0.171 -0.221 -0.010
C -2.081 -4.401 -6.542 -0.057 0.203 0.020
H 0.994 -2.687 -4.055 -0.025 0.012 -0.013
H -0.349 -1.622 -3.584 -0.019 -0.039 0.008
H -0.630 -3.339 -3.875 -0.046 0.092 0.028
H 0.249 -1.272 -5.959 0.053 -0.095 -0.183
H -1.384 -1.897 -5.840 -0.020 -0.002 0.102
H -0.294 -4.876 -5.409 -0.052 0.031 0.043
H -0.156 -5.113 -7.136 0.118 0.215 0.013
H -2.553 -3.757 -5.797 -0.024 -0.103 0.044
H -2.506 -5.401 -6.435 0.051 0.043 -0.017
H -2.346 -4.011 -7.527 0.030 -0.074 0.026
C 0.202 0.426 2.665 -0.131 0.113 0.097
C 0.830 -0.846 3.205 -0.046 0.015 -0.021
O 0.235 -1.311 4.405 0.120 -0.020 0.159
C -1.147 -1.634 4.336 -0.060 -0.053 -0.036
C -1.466 -2.731 3.336 0.095 -0.032 -0.142
H 0.247 1.222 3.412 0.031 -0.059 -0.006
H 0.727 0.756 1.769 -0.011 -0.027 0.099
H -0.848 0.283 2.403 0.038 -0.022 -0.086
H 1.879 -0.651 3.440 -0.075 -0.085 0.170
H 0.826 -1.640 2.449 -0.065 0.041 -0.060
H -1.737 -0.733 4.137 -0.022 -0.009 -0.083
H -1.435 -1.974 5.333 0.206 0.090 -0.006
H -1.209 -2.440 2.315 -0.093 0.026 0.004
H -2.532 -2.967 3.357 0.051 0.011 0.036
H -0.901 -3.637 3.569 -0.058 0.039 0.037
C -0.540 -0.118 10.623 -0.014 0.086 -0.123
C -0.613 -1.634 10.664 0.049 0.043 -0.001
O -1.373 -2.196 9.604 -0.191 -0.105 0.029
C -0.910 -1.927 8.290 0.084 -0.017 -0.004
C 0.495 -2.435 8.023 0.154 -0.018 0.040
H -1.544 0.314 10.640 0.038 -0.038 0.048
H 0.018 0.259 11.483 -0.042 -0.036 -0.024
H -0.045 0.243 9.719 0.075 -0.005 0.056
H -1.105 -1.940 11.589 -0.093 -0.098 -0.152
H 0.389 -2.076 10.687 0.034 0.077 -0.028
H -0.994 -0.858 8.071 0.098 0.035 -0.016
H -1.601 -2.434 7.612 -0.094 -0.021 0.226
H 1.232 -1.952 8.668 -0.006 0.051 -0.074
H 0.779 -2.240 6.986 -0.051 0.007 0.026
H 0.555 -3.510 8.207 -0.046 0.045 -0.026
```
Positions in Å, forces in eV/Å.

Calculated values
- total charge = +1
- LUMO energy (eV) = -5.309

Short version: relative energy (zero: lowest compared OMol25 entry of this formula, charge and spin) = 0.032 1.213 eV, in the order given.